{"formula": "C5H6HgO5", "method": "the ωB97M-V functional and the def2-TZVPD basis", "orbital_gap_ha": [0.221, 0.288], "charge": -1, "max_force_ev_per_a": 3.95, "relative_energy_kj_mol": 60.62, "spin_multiplicity": 2, "homo_energy_ev": [-2.58, -4.69], "elements": ["H", "O", "C", "C", "H", "H", "C", "C", "O", "C", "O", "O", "Hg", "O", "H", "H", "H"], "positions_angstrom": [[2.081, 2.548, -2.132], [-0.504, 2.383, -0.263], [1.793, 2.573, -1.082], [0.588, 2.168, -0.711], [2.473, 2.940, -0.312], [0.448, -1.632, -2.718], [-0.408, -1.316, -2.082], [-1.674, -1.520, -2.919], [-2.756, -0.943, -2.207], [-3.451, -1.610, -1.201], [-3.758, -2.784, -1.396], [-3.698, -0.831, -0.250], [-2.267, 0.711, -0.673], [-0.287, -0.007, -1.654], [-0.450, -2.026, -1.226], [-1.825, -2.579, -3.175], [-1.620, -0.940, -3.852]], "lowdin_charge": [0.051, -0.075, -0.020, -0.282, 0.050, 0.099, -0.401, -0.203, -0.209, -0.810, 0.022, -0.182, 1.039, -0.418, 0.106, 0.117, 0.117]}


{"formula": "C28H49N5O4", "method": "the ωB97M-V functional and the def2-TZVPD basis", "orbital_gap_ha": 0.309, "charge": 0, "max_force_ev_per_a": 1.14, "relative_energy_kj_mol": 0.00, "smiles": "c1cc[nH]c1.c1cc[nH]c1.c1cc[nH]c1.c1cc[nH]c1.c1cc[nH]c1.CCO.CCO.CCO.CCO", "homo_energy_ev": -7.82, "elements": ["N", "C", "C", "C", "C", "H", "H", "H", "H", "H", "N", "C", "C", "C", "C", "H", "H", "H", "H", "H", "N", "C", "C", "C", "C", "H", "H", "H", "H", "H", "N", "C", "C", "C", "C", "H", "H", "H", "H", "H", "N", "C", "C", "C", "C", "H", "H", "H", "H", "H", "C", "C", "O", "H", "H", "H", "H", "H", "H", "C", "C", "O", "H", "H", "H", "H", "H", "H", "C", "C", "O", "H", "H", "H", "H", "H", "H", "C", "C", "O", "H", "H", "H", "H", "H", "H"], "positions_angstrom": [[-29.604, 7.117, 27.712], [-28.427, 7.364, 27.079], [-27.622, 6.251, 27.183], [-28.364, 5.295, 27.919], [-29.588, 5.843, 28.210], [-30.385, 7.745, 27.807], [-28.292, 8.290, 26.545], [-26.647, 6.166, 26.732], [-28.015, 4.309, 28.180], [-30.388, 5.410, 28.785], [-24.951, 10.019, 26.821], [-25.462, 9.233, 25.833], [-24.441, 8.448, 25.344], [-23.287, 8.750, 26.107], [-23.610, 9.769, 26.966], [-25.458, 10.673, 27.388], [-26.460, 9.296, 25.433], [-24.496, 7.780, 24.500], [-22.307, 8.310, 26.015], [-23.013, 10.288, 27.695], [-36.898, 7.754, 23.735], [-35.541, 7.736, 23.931], [-35.106, 9.024, 24.005], [-36.232, 9.874, 23.804], [-37.324, 9.062, 23.684], [-37.509, 6.960, 23.684], [-34.988, 6.822, 24.074], [-34.085, 9.342, 24.147], [-36.195, 10.951, 23.798], [-38.381, 9.237, 23.564], [-34.865, 10.920, 20.319], [-33.690, 11.474, 19.902], [-32.771, 10.459, 19.821], [-33.426, 9.248, 20.177], [-34.709, 9.580, 20.543], [-35.734, 11.383, 20.518], [-33.512, 12.521, 19.728], [-31.750, 10.577, 19.497], [-32.917, 8.298, 20.203], [-35.487, 9.024, 21.037], [-31.384, 9.664, 28.698], [-32.393, 8.757, 28.864], [-32.763, 8.334, 27.610], [-31.997, 9.055, 26.655], [-31.198, 9.925, 27.367], [-30.990, 10.214, 29.441], [-32.761, 8.474, 29.835], [-33.476, 7.554, 27.400], [-32.216, 8.984, 25.602], [-30.472, 10.671, 27.090], [-34.153, 13.595, 23.130], [-32.631, 13.587, 22.942], [-32.008, 12.646, 23.775], [-34.566, 12.625, 22.840], [-34.600, 14.315, 22.433], [-34.441, 13.856, 24.146], [-32.257, 14.592, 23.144], [-32.472, 13.364, 21.880], [-32.036, 11.776, 23.342], [-26.229, 12.246, 23.238], [-26.056, 12.434, 21.747], [-26.419, 11.261, 21.010], [-27.168, 11.778, 23.526], [-26.096, 13.178, 23.795], [-25.420, 11.628, 23.646], [-25.014, 12.662, 21.509], [-26.668, 13.252, 21.371], [-25.749, 10.588, 21.160], [-29.511, 10.142, 23.627], [-30.379, 9.726, 22.471], [-31.732, 10.090, 22.751], [-28.487, 9.774, 23.518], [-29.844, 9.767, 24.599], [-29.458, 11.227, 23.744], [-30.291, 8.648, 22.306], [-30.046, 10.225, 21.555], [-32.274, 9.670, 22.069], [-28.964, 13.648, 18.886], [-29.614, 12.369, 19.370], [-28.707, 11.265, 19.233], [-29.599, 14.525, 19.031], [-28.709, 13.606, 17.824], [-28.000, 13.813, 19.372], [-30.471, 12.092, 18.759], [-29.898, 12.445, 20.425], [-28.147, 11.235, 20.021]], "lowdin_charge": [0.024, -0.148, -0.107, -0.123, -0.137, 0.074, 0.082, 0.083, 0.086, 0.103, 0.011, -0.158, -0.109, -0.115, -0.137, 0.144, 0.091, 0.090, 0.089, 0.103, 0.007, -0.141, -0.114, -0.112, -0.141, 0.141, 0.108, 0.078, 0.083, 0.104, 0.027, -0.132, -0.116, -0.114, -0.123, 0.146, 0.108, 0.079, 0.102, 0.103, -0.002, -0.137, -0.110, -0.104, -0.140, 0.149, 0.109, 0.096, 0.082, 0.112, -0.090, -0.331, -0.086, 0.043, 0.071, 0.072, 0.107, 0.090, 0.034, -0.079, -0.287, -0.092, 0.048, 0.079, 0.070, 0.114, 0.102, 0.095, -0.080, -0.274, -0.108, 0.068, 0.058, 0.072, 0.122, 0.099, 0.047, -0.084, -0.318, -0.097, 0.072, 0.076, 0.060, 0.094, 0.106, 0.033]}


{"formula": "C5H8N4", "method": "the ωB97M-V functional and the def2-TZVPD basis", "orbital_gap_ha": 0.312, "charge": 0, "max_force_ev_per_a": 5.39, "relative_energy_kj_mol": 505.84, "homo_energy_ev": -7.84, "elements": ["C", "C", "C", "C", "C", "N", "N", "N", "N", "H", "H", "H", "H", "H", "H", "H", "H"], "positions_angstrom": [[0.016, 0.321, 1.182], [-0.051, 0.135, -0.102], [-0.143, -1.068, 1.847], [0.036, -2.047, 0.652], [0.623, 1.660, -2.392], [-0.303, -1.482, -1.721], [-0.492, -0.497, -2.451], [0.031, -1.180, -0.491], [-0.468, 0.772, -1.961], [0.138, 1.294, 1.541], [0.641, -1.288, 2.636], [-1.152, -1.128, 2.335], [1.003, -2.550, 0.647], [-0.756, -2.824, 0.523], [0.495, 1.876, -3.417], [0.600, 2.491, -1.724], [1.517, 1.020, -2.399]], "lowdin_charge": [-0.079, -0.062, -0.136, -0.132, -0.100, 0.035, -0.079, -0.168, -0.034, 0.073, 0.116, 0.113, 0.113, 0.130, 0.057, 0.073, 0.081]}


{"formula": "C5H24N2O7", "method": "the ωB97M-V functional and the def2-TZVPD basis", "orbital_gap_ha": 0.370, "charge": 0, "max_force_ev_per_a": 8.46, "relative_energy_kj_mol": 425.98, "smiles": "CN(CC=O)CCN.O.O.O.O.O.O", "homo_energy_ev": -9.65, "elements": ["N", "C", "C", "N", "C", "C", "C", "O", "H", "H", "H", "H", "H", "H", "H", "H", "H", "H", "H", "H", "H", "H", "O", "H", "H", "O", "H", "H", "O", "H", "H", "O", "H", "H", "O", "H", "H", "O"], "positions_angstrom": [[2.464, 0.291, -0.660], [1.058, 0.050, -0.233], [0.154, 1.237, -0.360], [-1.139, 0.760, -0.968], [-1.557, 1.858, -1.915], [-2.185, 0.429, -0.052], [-2.065, -0.992, 0.554], [-1.511, -1.868, -0.066], [2.617, 1.215, -1.099], [2.747, -0.423, -1.370], [1.228, -0.256, 0.834], [0.479, -0.807, -0.623], [0.472, 2.018, -1.096], [0.330, 1.868, 0.594], [-2.304, 1.616, -2.681], [-1.958, 2.699, -1.414], [-0.601, 2.029, -2.552], [-3.182, 0.330, -0.597], [-2.453, 1.190, 0.695], [-2.810, -1.257, 1.313], [-2.325, -0.257, 3.735], [-0.968, -0.185, 3.142], [-1.846, -0.125, 2.969], [-0.101, -3.192, 0.932], [1.155, -4.079, 1.178], [0.413, -3.716, 1.581], [-1.053, -0.646, -2.259], [-0.506, -1.908, -2.538], [-0.782, -1.194, -3.077], [0.968, 0.181, -4.261], [1.377, 0.946, -3.062], [1.544, 0.928, -4.035], [0.901, -1.020, 3.821], [1.551, 0.229, 3.231], [0.763, -0.005, 3.810], [3.112, 1.406, 2.342], [2.977, 0.168, 1.696], [3.035, 0.482, 2.490]], "lowdin_charge": [-0.006, -0.269, -0.183, -0.228, -0.064, -0.171, -0.214, 0.026, 0.076, 0.093, 0.090, 0.091, 0.099, 0.155, 0.091, 0.070, 0.104, 0.154, 0.121, 0.115, 0.025, -0.061, 0.013, 0.014, -0.009, -0.041, 0.028, -0.006, -0.080, 0.024, 0.000, -0.079, 0.101, -0.001, -0.119, 0.070, -0.079, 0.052]}


{"formula": "C40H32N10O3PSn", "method": "the ωB97M-V functional and the def2-TZVPD basis", "orbital_gap_ha": [0.207, 0.190], "charge": 3, "max_force_ev_per_a": 0.55, "relative_energy_kj_mol": 0.00, "homo_energy_ev": [-16.08, -16.01], "elements": ["Sn", "O", "N", "C", "C", "C", "C", "C", "C", "C", "P", "C", "C", "C", "C", "C", "C", "C", "C", "C", "C", "C", "C", "H", "H", "H", "H", "H", "H", "H", "H", "H", "H", "H", "H", "H", "H", "H", "H", "C", "N", "C", "N", "C", "N", "C", "C", "C", "C", "C", "C", "C", "N", "N", "C", "O", "C", "C", "C", "C", "C", "C", "N", "C", "N", "C", "N", "C", "H", "H", "H", "H", "H", "H", "H", "H", "H", "H", "H", "H", "H", "H", "H", "H", "O", "C", "N"], "positions_angstrom": [[-1.241, -0.343, 1.336], [-1.429, -3.501, 1.693], [-1.493, -2.874, 2.947], [-0.578, -3.278, 3.736], [0.477, -4.285, 3.483], [0.711, -5.240, 4.465], [1.645, -6.246, 4.264], [2.382, -6.293, 3.092], [2.205, -5.316, 2.122], [1.249, -4.319, 2.311], [1.246, -3.011, 1.064], [2.817, -2.163, 1.147], [3.038, -1.368, 2.282], [4.267, -0.764, 2.471], [5.276, -0.939, 1.527], [5.063, -1.730, 0.403], [3.836, -2.341, 0.202], [0.890, -3.608, -0.552], [0.248, -4.847, -0.721], [0.004, -5.313, -1.998], [0.367, -4.545, -3.102], [0.959, -3.293, -2.940], [1.209, -2.812, -1.670], [-2.337, -3.445, 1.369], [-0.640, -2.826, 4.722], [0.141, -5.208, 5.387], [1.800, -6.995, 5.031], [3.109, -7.079, 2.934], [2.817, -5.330, 1.227], [2.252, -1.249, 3.022], [4.454, -0.174, 3.361], [6.240, -0.471, 1.677], [5.862, -1.886, -0.309], [3.694, -2.988, -0.653], [-0.027, -5.440, 0.143], [-0.468, -6.276, -2.140], [0.179, -4.921, -4.101], [1.222, -2.700, -3.806], [1.645, -1.830, -1.532], [-4.948, 0.258, -3.029], [-3.948, -0.444, -2.226], [-3.875, -0.598, -0.905], [-2.733, -1.202, -0.593], [-2.136, -1.389, -1.811], [-2.839, -0.949, -2.821], [-4.903, 1.770, -2.890], [-6.061, 2.494, -3.207], [-6.073, 3.883, -3.226], [-4.920, 4.581, -2.943], [-3.761, 3.868, -2.584], [-3.755, 2.455, -2.551], [-2.582, 4.625, -2.361], [-2.325, 5.830, -2.910], [-1.095, 6.159, -2.567], [-0.632, 5.183, -1.757], [-1.540, 4.191, -1.617], [0.616, 5.211, -1.090], [1.612, 6.025, -1.661], [2.847, 6.097, -1.052], [3.068, 5.413, 0.135], [2.067, 4.637, 0.741], [2.381, 4.030, 2.100], [1.492, 2.941, 2.500], [1.333, 1.739, 1.953], [0.355, 1.098, 2.587], [-0.047, 1.994, 3.546], [0.604, 3.126, 3.508], [0.846, 4.514, 0.117], [-5.939, -0.119, -2.784], [-4.731, -0.021, -4.057], [-4.648, -0.293, -0.213], [-1.175, -1.865, -1.936], [-6.966, 1.956, -3.471], [-6.982, 4.414, -3.479], [-4.897, 5.663, -2.975], [-2.834, 1.930, -2.320], [1.405, 6.567, -2.575], [3.636, 6.694, -1.490], [4.032, 5.505, 0.624], [2.274, 4.784, 2.876], [3.410, 3.679, 2.119], [1.905, 1.365, 1.118], [-0.830, 1.797, 4.264], [0.045, 3.937, 0.563], [0.367, 1.950, -2.073], [0.053, 1.242, -1.190], [-0.261, 0.523, -0.281]], "lowdin_charge": [1.316, -0.176, -0.064, -0.104, -0.194, 0.004, -0.015, -0.024, -0.059, -0.294, 1.202, -0.349, -0.103, -0.055, -0.028, -0.036, -0.062, -0.362, -0.054, -0.026, -0.012, -0.051, -0.116, 0.103, 0.140, 0.134, 0.130, 0.128, 0.122, 0.102, 0.121, 0.124, 0.125, 0.112, 0.118, 0.127, 0.129, 0.126, 0.108, -0.045, -0.111, -0.130, -0.061, -0.211, 0.155, -0.164, 0.032, -0.006, 0.036, -0.114, 0.062, -0.192, 0.184, 0.184, -0.199, 0.171, -0.117, 0.043, -0.005, 0.031, -0.162, -0.042, -0.105, -0.165, -0.088, -0.188, 0.152, 0.053, 0.142, 0.147, 0.154, 0.094, 0.138, 0.133, 0.136, 0.121, 0.136, 0.133, 0.137, 0.149, 0.140, 0.141, 0.128, 0.130, 0.134, -0.479, -0.095]}